No. 1
Density functional theory data (wB97M-V/def2-TZVPD) for a cluster of 8 separate species, C27H72Br2Cl2N6O6 in total.

Computed properties:
LUMO level   0.43 eV
Spin multiplicity   1
HOMO-LUMO gap   9.4 eV
ΔE to the lowest compared entry with this formula, charge and spin   0.000 eV
SMILES   COC[C@H](C)N.COC[C@H](C)N.COC[C@H](C)N.COC[C@H](C)N.COC[C@H](C)N.COC[C@H](C)N.BrCCBr.ClCCl

Structure (XYZ):
```
115
Properties=species:S:1:pos:R:3:forces:R:3:lowdin_charge:R:1
C 2.619 3.717 1.807 -0.5367 -0.0628 -0.6374 -0.154
O 3.882 4.331 1.754 0.0473 0.0413 0.2102 -0.196
C 4.922 3.505 1.252 -0.5478 -0.1559 -0.0977 -0.195
C 4.705 3.123 -0.227 -0.2959 0.2242 0.4116 -0.461
C 5.889 2.400 -0.797 0.6673 -0.3092 0.0072 -0.078
N 4.381 4.287 -1.062 0.0484 0.1907 0.4111 0.051
H 2.687 2.624 1.784 0.0133 -0.0029 0.3057 0.080
H 2.002 3.987 0.936 0.1338 -0.0246 -0.0857 0.087
H 2.043 4.061 2.665 0.4344 -0.0191 0.1528 0.014
H 5.812 4.103 1.457 0.2690 -0.2725 -0.3257 0.129
H 4.942 2.560 1.814 0.2395 0.1164 0.1974 0.124
H 3.878 2.404 -0.219 -0.2450 0.3201 -0.2123 0.102
H 6.751 3.075 -0.815 0.0854 -0.1522 -0.1153 0.083
H 5.707 2.021 -1.803 -0.1173 0.3062 -0.0852 0.073
H 6.154 1.515 -0.211 0.0191 0.1624 0.2066 0.072
H 5.141 4.954 -0.916 0.1094 -0.1061 -0.3451 0.076
H 3.609 4.788 -0.626 -0.1653 -0.2159 -0.0993 0.059
C -1.786 0.104 1.977 1.2027 -0.3583 -0.5455 -0.114
O -1.075 -0.297 0.803 -0.2945 0.0509 0.0883 -0.233
C 0.269 0.110 0.746 0.7488 -0.2845 1.2004 -0.227
C 0.736 0.073 -0.702 -0.5219 0.3375 0.1075 -0.423
C 0.465 -1.286 -1.319 -0.1520 -0.7247 0.0355 -0.052
N 2.112 0.524 -0.831 0.6550 0.1396 0.0607 0.060
H -1.332 -0.282 2.898 0.1869 -0.0407 -0.0634 0.090
H -2.759 -0.361 1.885 -0.2795 0.5644 0.0294 0.027
H -1.712 1.193 2.009 -0.7568 0.0853 0.2813 0.039
H 0.462 1.095 1.202 -0.4732 0.2985 -0.4495 0.093
H 0.876 -0.519 1.424 0.0557 -0.3731 -0.3866 0.133
H 0.089 0.833 -1.153 0.0924 -0.1590 -0.3553 0.105
H 1.281 -1.958 -1.053 0.2802 0.0392 -0.2771 0.057
H 0.322 -1.247 -2.401 0.3202 0.0227 -0.0327 0.081
H -0.397 -1.823 -0.917 -0.2606 0.5222 0.0775 0.066
H 2.814 -0.205 -0.982 -0.4778 -0.0805 0.2353 0.033
H 2.265 1.186 -1.580 -0.3459 0.0874 0.0098 0.073
C -2.269 1.394 -5.001 -0.1405 -0.6900 -0.1225 -0.108
O -3.053 1.881 -3.933 0.3859 -0.2633 -0.1567 -0.175
C -2.476 1.615 -2.664 0.7008 1.1257 0.0200 -0.191
C -2.653 2.876 -1.782 -0.1747 -0.4793 1.1145 -0.390
C -1.312 3.503 -1.332 -1.0526 0.2352 0.1285 -0.056
N -3.399 2.584 -0.546 0.5452 0.4495 0.3534 0.030
H -2.608 1.805 -5.951 -0.0679 0.3522 0.1965 0.087
H -2.369 0.304 -5.112 0.0586 0.0017 0.1982 0.069
H -1.210 1.611 -4.841 0.0251 0.1472 -0.1153 0.086
H -2.830 0.698 -2.184 -0.5288 0.1113 -0.0903 0.123
H -1.389 1.466 -2.721 -0.0114 -0.0928 -0.5437 0.094
H -3.221 3.664 -2.276 0.0216 -0.2899 -0.5462 0.134
H -0.749 3.928 -2.161 0.1465 -0.2507 -0.0473 0.081
H -0.718 2.813 -0.730 0.1237 -0.1108 -0.2156 0.057
H -1.603 4.320 -0.668 0.2340 0.0926 -0.0107 0.076
H -2.809 2.001 0.037 -0.3394 -0.2212 0.1328 0.046
H -4.300 2.149 -0.682 0.0883 -0.1776 -0.2091 0.062
C -3.909 0.979 5.959 0.5481 0.1745 -0.6857 -0.109
O -4.704 0.290 5.021 0.2138 -0.2662 -0.1239 -0.174
C -5.799 1.047 4.601 -1.1639 0.9656 0.7478 -0.247
C -6.380 0.589 3.283 -0.5590 0.2046 -0.9804 -0.411
C -5.318 0.607 2.178 0.1873 0.3675 -0.1575 -0.064
N -7.578 1.400 2.925 0.4850 0.2119 -0.3236 0.023
H -3.542 1.904 5.493 -0.1716 0.1761 0.2209 0.083
H -3.013 0.385 6.134 -0.2101 -0.2214 0.2505 0.086
H -4.431 1.208 6.891 -0.0681 -0.0783 0.0299 0.091
H -6.576 1.088 5.384 -0.0449 -0.4745 -0.1354 0.129
H -5.555 2.122 4.522 0.4169 -0.1421 -0.3824 0.127
H -6.827 -0.407 3.315 0.5157 -0.2045 0.5143 0.136
H -4.539 1.361 2.338 0.2239 -0.3791 0.5562 0.076
H -5.694 0.978 1.220 -0.5253 -0.5979 -0.0502 0.068
H -4.912 -0.398 2.075 0.3421 0.1997 -0.2247 0.048
H -7.271 2.272 2.492 0.0881 0.1503 0.4451 0.068
H -7.950 0.923 2.106 -0.3483 -0.0807 0.2413 0.065
C 7.471 -3.213 1.386 -0.6244 0.0941 -0.0911 -0.101
O 6.974 -3.100 0.070 0.3697 -0.3967 -0.3652 -0.195
C 5.681 -2.571 -0.037 -0.2688 0.1384 -0.3867 -0.220
C 5.346 -2.380 -1.515 0.3198 -0.4394 0.0093 -0.432
C 6.293 -1.408 -2.217 -0.4869 -0.0173 0.4421 -0.043
N 3.968 -1.906 -1.665 0.0499 0.2505 -0.5208 0.032
H 8.460 -3.662 1.347 0.1568 0.3301 -0.1414 0.087
H 6.865 -3.890 2.001 -0.2026 0.1366 -0.0289 0.086
H 7.460 -2.209 1.820 0.3382 -0.1417 0.3740 0.089
H 4.944 -3.272 0.376 -0.0419 0.0930 0.2859 0.128
H 5.598 -1.597 0.463 -0.0218 -0.0330 0.1918 0.128
H 5.469 -3.360 -1.996 0.0970 -0.0511 0.0713 0.138
H 7.321 -1.714 -2.040 0.0433 0.0062 -0.2325 0.080
H 6.149 -0.399 -1.824 0.0282 -0.0224 0.0482 0.058
H 6.048 -1.379 -3.280 0.2645 -0.0396 -0.0763 0.078
H 3.256 -2.587 -1.423 0.2844 -0.2736 0.2829 0.064
H 3.843 -1.785 -2.667 -0.2096 0.2784 0.0883 0.085
C -2.349 -2.919 -5.947 0.6819 0.0256 -0.3991 -0.106
O -1.656 -3.411 -4.818 -0.9823 0.2931 0.1608 -0.185
C -2.098 -4.675 -4.363 1.4479 -0.6860 0.2994 -0.212
C -1.877 -4.769 -2.840 0.5595 0.7803 -0.6231 -0.449
C -0.378 -4.801 -2.525 -0.2741 -0.3830 0.1117 -0.061
N -2.504 -5.916 -2.217 -0.4472 -0.3082 -0.0597 0.040
H -2.096 -1.863 -6.039 -0.1987 0.0418 0.1242 0.068
H -3.430 -3.057 -5.894 -0.0475 0.0437 0.1896 0.087
H -1.979 -3.388 -6.868 -0.1275 -0.1852 0.0196 0.088
H -3.102 -4.991 -4.658 -0.2136 0.5768 -0.0373 0.119
H -1.390 -5.399 -4.800 -0.3758 -0.3095 -0.1245 0.123
H -2.213 -3.814 -2.421 -0.5421 -0.2962 0.2416 0.123
H -0.302 -5.106 -1.480 0.2776 0.1592 0.0193 0.079
H 0.104 -3.840 -2.683 -0.0465 0.0181 -0.0478 0.058
H 0.124 -5.553 -3.141 0.0400 -0.0100 0.0349 0.078
H -2.210 -6.772 -2.682 0.2239 0.0387 0.1047 0.078
H -3.514 -5.917 -2.317 0.0135 0.2268 0.0068 0.065
Br 2.390 2.751 7.726 -0.0997 -0.3444 -0.4054 0.607
C 1.875 2.376 5.853 -0.0945 0.7525 0.1705 -0.650
C 0.502 2.999 5.666 -0.0487 -0.5162 0.5601 -0.703
Br -0.121 2.898 3.823 -0.0149 -0.0050 0.2993 0.712
H 1.862 1.307 5.678 0.1136 -0.0258 0.1419 0.061
H 2.647 2.869 5.270 -0.0480 -0.1000 -0.1470 0.045
H 0.460 4.021 6.030 0.1025 0.1338 -0.3787 0.049
H -0.208 2.424 6.257 -0.1110 0.0458 -0.1208 0.044
Cl -3.432 -2.706 0.491 0.0157 -0.0643 -0.1217 0.559
C -4.910 -2.910 -0.460 0.2527 0.0495 -0.1930 -1.018
Cl -6.311 -3.221 0.573 0.0347 0.0973 -0.2102 0.512
H -5.042 -2.007 -1.049 -0.2575 0.1018 0.2519 0.026
H -4.774 -3.735 -1.152 -0.0122 -0.1759 0.2377 0.009
```
Forces are in eV/Å.



No. 2
Density functional theory data (wB97M-V/def2-TZVPD) for a cluster of 11 separate species, C27H72O21S5 in total.

Computed properties:
LUMO level   0.21 eV
Spin multiplicity   1
HOMO-LUMO gap   10.0 eV
SMILES   CCOS(C)(=O)=O.CCOS(C)(=O)=O.CCOS(C)(=O)=O.CCOS(C)(=O)=O.CCOS(C)(=O)=O.C1CCOC1.C1CCOC1.CO.CO.CO.CO

Structure (XYZ):
```
125
Properties=species:S:1:pos:R:3:forces:R:3:lowdin_charge:R:1
C 14.541 11.441 8.722 2.6763 0.2090 0.2444 -0.043
C 14.904 11.240 10.198 0.8981 0.6627 -1.1793 -0.261
O 13.909 10.549 10.900 -0.9670 -1.2104 0.7485 -0.244
S 12.981 11.295 11.951 0.2003 1.0359 -0.8016 0.582
C 11.406 11.144 11.206 0.6599 -0.2656 0.6961 -0.100
O 13.033 10.540 13.161 0.1018 0.3518 0.1172 -0.261
O 13.269 12.713 11.865 0.3046 -0.7247 0.7655 -0.299
H 15.465 11.424 8.106 -0.2866 -0.1368 0.4625 0.091
H 14.135 12.389 8.474 -0.8951 0.8046 0.2111 0.066
H 13.970 10.648 8.372 -1.3369 -1.4100 -0.6625 0.052
H 15.853 10.696 10.334 -0.4794 0.1295 -0.0923 0.135
H 14.964 12.200 10.650 0.6326 0.8548 0.3643 0.082
H 11.564 11.296 10.156 -0.2271 0.1698 -0.4778 0.066
H 10.872 11.956 11.695 -0.5680 -0.3246 -0.1439 0.068
H 11.100 10.138 11.445 -0.7089 -0.1102 -0.0716 0.075
C 13.206 15.081 14.191 -0.6628 0.8679 1.2417 -0.031
C 13.048 16.028 15.438 -0.8521 -1.9512 -0.7359 -0.158
O 12.357 15.196 16.447 -0.4237 -0.5335 -0.6019 -0.274
S 11.917 15.722 17.857 0.6460 0.5332 -1.9419 0.503
C 13.315 15.428 18.791 0.1424 0.0156 -0.2194 -0.105
O 11.712 17.130 17.795 -0.4044 0.8876 -0.1245 -0.264
O 10.870 14.869 18.275 -1.0419 -0.5238 0.3139 -0.249
H 12.247 14.529 14.004 0.8738 0.8789 -0.1175 0.079
H 13.903 14.358 14.554 0.7323 -0.7149 -0.4090 0.052
H 13.599 15.653 13.317 -0.3872 -0.6834 0.6135 0.083
H 14.001 16.245 15.903 0.2058 0.7792 -0.4164 0.093
H 12.348 16.798 15.177 0.2421 0.9129 0.2695 0.083
H 12.990 16.006 19.664 1.0496 -0.4962 0.5816 0.069
H 14.180 15.859 18.248 -0.3899 -0.1971 0.6095 0.087
H 13.336 14.332 18.833 0.5114 0.3889 0.6128 0.069
C 8.442 15.412 15.833 0.3630 0.2476 -0.2319 -0.042
C 9.246 14.234 15.291 1.0385 0.1845 -0.8644 -0.234
O 9.267 13.066 16.161 -0.3728 0.7102 0.4918 -0.254
S 8.745 11.688 15.681 0.6896 -0.5714 -1.6223 0.560
C 6.985 11.747 15.740 -0.2743 0.6854 0.0381 -0.110
O 9.177 11.447 14.302 -0.8030 0.4532 1.7187 -0.292
O 9.160 10.799 16.713 -0.1228 -0.4924 0.1938 -0.282
H 9.056 16.357 15.847 -0.6799 -1.1762 0.0302 0.075
H 8.181 15.157 16.855 -0.2103 0.2414 0.1850 0.078
H 7.532 15.578 15.224 0.4021 -0.0110 0.4454 0.085
H 8.966 13.895 14.305 -0.5828 -0.0258 -0.2603 0.103
H 10.296 14.469 15.138 -0.0114 0.2406 0.4471 0.088
H 6.684 10.870 15.208 -0.3319 -0.4430 -0.4908 0.063
H 6.567 12.654 15.293 0.2748 -0.2037 -0.1861 0.078
H 6.611 11.668 16.754 0.3477 0.0445 0.2569 0.076
C 17.222 11.943 14.177 1.2966 0.7667 -2.2150 -0.049
C 16.604 13.273 13.695 -0.6582 -0.8361 -1.7533 -0.188
O 17.415 13.782 12.521 0.1210 0.0693 0.4416 -0.280
S 17.120 15.223 11.896 -1.4644 0.8302 3.8029 0.540
C 17.728 16.355 13.185 1.0825 -0.7260 -0.7667 -0.116
O 17.928 15.404 10.767 0.8443 -0.4198 -1.6708 -0.253
O 15.692 15.419 11.880 0.0130 -0.2376 -0.6200 -0.313
H 17.278 11.189 13.315 0.0624 1.1886 1.1316 0.103
H 16.614 11.500 14.919 -0.6757 -0.2680 0.9704 0.051
H 18.243 12.161 14.567 -0.7037 -0.4581 -0.2298 0.089
H 15.601 13.101 13.240 0.5436 0.1872 0.6072 0.099
H 16.536 14.034 14.461 0.1900 0.1714 0.1397 0.098
H 17.146 16.219 14.127 0.5706 0.2475 -0.7609 0.036
H 17.699 17.396 12.744 -0.0694 -1.2071 0.5855 0.089
H 18.804 15.993 13.270 -1.2507 0.8337 0.3152 0.089
C 11.275 13.099 20.637 -0.2771 -0.9922 0.1773 -0.059
C 11.178 12.169 19.438 -1.8266 -0.9193 1.4945 -0.256
O 12.433 12.140 18.794 0.9679 0.6932 -0.6441 -0.256
S 13.066 10.906 18.091 2.7335 -0.5723 1.1125 0.592
C 12.052 10.508 16.823 -2.6589 0.4888 -0.4416 -0.133
O 14.308 11.396 17.486 -1.1911 -0.0405 0.8135 -0.293
O 13.147 9.839 19.046 -0.0222 0.1423 -0.2463 -0.256
H 11.747 13.989 20.306 0.0417 0.9805 -0.0121 0.022
H 11.824 12.725 21.496 0.2465 -0.4210 -0.1209 0.086
H 10.257 13.262 20.979 -0.0935 0.4100 -0.0232 0.092
H 10.840 11.138 19.797 0.5967 1.1595 -0.8127 0.154
H 10.440 12.626 18.759 0.3509 -0.5735 0.0077 0.103
H 11.682 11.465 16.435 0.0517 -0.3768 -0.2444 0.087
H 11.212 9.895 17.152 0.0237 0.3606 0.2519 0.080
H 12.536 9.945 16.088 1.1766 -0.5696 -1.1326 0.068
C 11.066 17.401 22.076 0.4880 -2.3432 0.5791 -0.178
C 10.906 18.512 21.100 0.4445 0.6300 -0.2777 -0.162
C 12.361 18.784 20.620 -1.0139 0.9520 0.1650 -0.215
O 13.173 17.871 21.280 0.7705 -0.7254 1.4375 -0.155
C 12.527 17.581 22.535 -1.3158 1.4890 -0.8880 -0.173
H 11.026 16.410 21.533 -0.0558 0.8452 0.5645 0.118
H 10.363 17.325 22.926 0.1915 0.3388 -0.5176 0.119
H 10.510 19.372 21.607 -0.2724 0.6012 0.0669 0.102
H 10.284 18.262 20.269 -0.5395 -0.1203 -0.4717 0.099
H 12.643 19.821 20.857 0.0817 -0.1457 0.0022 0.121
H 12.467 18.624 19.569 0.0927 -0.0286 -0.7187 0.087
H 12.560 18.441 23.257 0.3727 -0.5616 -0.5778 0.135
H 12.936 16.706 22.949 0.7637 -0.9880 0.5605 0.100
C 9.687 18.326 12.453 0.0580 0.0160 -1.4335 -0.163
C 9.167 17.133 11.610 0.2873 -0.1123 0.1396 -0.139
C 10.221 16.095 12.041 -1.2330 0.0436 0.2971 -0.153
O 10.357 16.333 13.473 0.3732 -2.3748 -1.4799 -0.157
C 10.134 17.650 13.717 -0.7862 2.7113 1.4375 -0.284
H 8.999 19.172 12.545 0.0211 -0.3145 0.2823 0.118
H 10.594 18.718 11.945 -0.6033 -0.1599 0.0209 0.095
H 9.241 17.438 10.555 -0.2896 -0.5987 0.2335 0.114
H 8.163 16.717 11.872 0.5973 0.8169 -0.1983 0.123
H 11.124 16.306 11.517 1.0989 0.0524 -0.2050 0.101
H 9.948 15.044 11.860 0.0433 0.3828 0.3135 0.124
H 11.053 18.163 14.057 -0.3908 -0.2545 0.4067 0.125
H 9.298 17.755 14.445 0.7819 0.0082 0.0595 0.118
C 17.123 11.611 18.889 -1.4103 -1.7424 0.7303 -0.140
O 16.279 12.743 18.794 -0.6903 -0.3285 -0.3490 -0.157
H 17.408 11.384 19.929 0.1940 0.4799 -0.3692 0.090
H 16.573 10.707 18.560 -0.0545 0.3823 0.2348 0.082
H 17.939 11.609 18.218 1.2739 0.6788 -0.5064 0.062
H 15.434 12.392 18.400 0.8328 0.5776 0.2597 0.045
C 16.424 17.855 16.460 -0.5618 -2.0100 1.5943 -0.107
O 16.511 16.412 16.187 -0.3566 0.7578 0.6687 -0.197
H 17.432 18.119 16.820 -0.7804 0.5851 0.1778 0.090
H 16.177 18.354 15.559 -0.0247 0.4303 -1.0163 0.051
H 15.534 18.030 17.175 1.6832 0.0415 -0.7027 0.100
H 16.761 16.005 17.048 0.0395 0.0491 -0.4733 0.047
C 13.627 18.615 10.920 -0.7253 -0.5910 2.1918 -0.157
O 14.795 18.646 11.686 1.5031 0.6005 0.6643 -0.131
H 12.747 18.685 11.640 0.6049 0.0496 -1.2720 0.082
H 13.683 19.417 10.227 -0.1915 0.9676 -0.3225 0.071
H 13.590 17.725 10.345 -0.3910 -1.1387 -0.5584 0.064
H 15.004 17.873 12.235 -0.7133 -0.0357 -0.7007 0.057
C 17.012 15.997 19.940 -1.6755 1.5836 -0.3975 -0.159
O 17.408 15.237 18.812 0.0126 -0.0403 0.2052 -0.145
H 16.818 17.015 19.550 0.5168 -0.0890 0.2074 0.069
H 15.976 15.796 20.318 0.9251 -0.6806 -0.0584 0.082
H 17.716 16.120 20.777 0.0157 -0.6521 -0.4256 0.079
H 16.997 14.349 18.810 0.0131 -0.0311 0.2541 0.035
```
Forces are in eV/Å.